# 1
Here is a 4-piece molecular cluster, C41H63ClN2O10S3 overall in a non-equilibrium geometry from OMol25. Energies are from ωB97M-V with the def2-TZVPD basis set.

Structure (ORCA input):
```
! wB97M-V def2-TZVPD RIJCOSX def2/J DEFGRID3
* xyz 0 1
Cl 1.28450 -2.96757 -3.56581
S -6.99616 6.92427 -2.98740
S -0.55608 -7.07187 3.05195
S 4.02940 2.50907 3.51952
O 3.06116 -0.61495 -0.24752
O -6.32165 6.79867 -4.25538
O -2.10985 -2.22967 -2.88989
O 4.64215 2.68521 4.81308
O -1.41241 -6.32788 3.94245
O 6.68975 -1.30277 -0.06768
O 2.11991 -4.81882 -0.79739
O 4.71403 2.84360 2.29247
O -7.84228 5.88198 -2.46110
O 0.76032 -6.60664 2.68580
N -1.36526 -2.41401 2.09041
N -1.06598 -0.43261 -1.90315
C -7.88889 8.47853 -2.96936
C 0.84475 0.88917 -2.51074
C -0.85205 -2.00549 0.90105
C 2.32139 2.97167 -3.06075
C -1.61765 -9.47358 2.97444
C -1.11483 -1.77508 -2.37560
C -5.79032 7.37537 -1.74748
C 2.45090 -1.50001 -1.22180
C -2.78139 3.76392 -1.06685
C 0.87154 -1.48994 -1.06412
C -1.53405 3.02846 -0.92104
C -1.42607 1.69197 -0.31313
C 0.29308 -0.04770 -1.35618
C -0.45020 -8.76011 3.63842
C -0.22953 -3.94760 -1.64312
C 0.51502 -2.04857 0.38183
C -0.04158 0.94660 -0.16238
C 2.23545 1.59467 -2.25296
C 0.94342 -3.15722 2.52865
C 7.66024 0.56918 1.32597
C 1.52370 -2.68477 1.27568
C 5.34803 -1.15235 0.38628
C 0.27695 -2.54300 -2.07848
C 2.00713 0.90294 3.96632
C 3.42119 0.83217 3.40283
C 2.42096 3.30045 3.53478
C -0.48403 -3.00137 2.93805
C 7.37513 -0.04935 -0.09657
C -7.22428 9.34135 -1.89192
C -4.02436 3.19515 -0.55656
C 4.41801 -0.31160 -0.57631
C 0.99949 -5.06032 -1.70983
C -5.76133 8.89875 -1.78726
C -5.36353 3.99678 -0.66683
C -1.48065 -7.46064 1.55997
C -2.69360 1.12973 0.18372
C 0.91835 0.27016 -3.96290
C -1.63570 -8.98120 1.52707
C -3.95805 1.86636 0.05484
C 1.38973 2.17676 3.38124
C 1.15152 -5.94992 -0.36750
H 4.07373 0.16203 3.96078
H 3.40975 0.55424 2.34648
H -2.74806 0.14454 0.69411
H -1.50962 -10.55730 3.03157
H -0.82934 -3.36629 3.93779
H 2.71625 -1.08478 -2.22493
H -6.16143 3.25939 -0.94230
H 1.85056 -0.33898 -4.03859
H 3.07774 0.97301 -2.67989
H 6.85886 0.37075 2.07866
H -0.08514 0.47616 0.85328
H 2.36361 4.01492 2.71488
H 1.32185 3.46550 -3.15229
H 1.89407 -6.78551 -0.38525
H 8.37866 -0.24644 -0.57249
H 0.51630 -5.67666 0.50032
H -2.55321 -9.27234 1.01402
H 0.10025 1.73872 -2.59326
H -0.93333 -7.09400 0.69455
H 2.49195 1.73159 -1.17063
H 0.45151 2.43414 3.87465
H 0.69958 1.79173 -0.05688
H 0.50243 -9.17008 3.29887
H -4.82926 6.92130 -1.98175
H 2.31002 3.81855 4.48736
H -4.92509 1.46207 0.45250
H 1.06813 1.14149 -4.66734
H 1.17040 2.02047 2.32091
H -8.93706 8.28834 -2.74401
H -5.24479 4.82973 -1.42348
H -2.76214 4.75908 -1.57213
H -1.45126 0.19141 -2.61185
H -7.72284 9.18073 -0.93195
H 2.04211 0.97692 5.05714
H 3.12384 3.64503 -2.65678
H 4.68204 -0.39155 -1.66174
H -0.60924 3.52696 -1.31914
H 1.42783 0.01539 3.70649
H -2.55362 -9.20044 3.46997
H -5.55620 4.45212 0.34784
H -0.50071 -8.77508 4.72591
H -0.79932 -9.42491 0.97950
H 2.64841 2.72969 -4.11496
H 1.63252 -3.66138 3.25319
H -5.27504 9.31258 -0.90308
H 6.88975 0.74083 -0.72813
H 2.89831 -2.51275 -1.05830
H 7.70376 1.68997 1.20194
H -5.20930 9.23956 -2.66778
H 2.58364 -2.80473 0.98181
H 4.57625 0.77464 -0.29688
H -0.00712 -0.24572 -4.31258
H 4.90217 -2.18748 0.44063
H 1.18997 -5.58383 -2.71309
H -7.30875 10.40240 -2.13059
H -0.74109 -4.07594 -0.66969
H 8.66895 0.22690 1.66475
H -7.79718 8.93099 -3.95671
H -1.60124 -1.55379 0.19526
H -6.15261 7.01372 -0.78395
H -0.90224 -4.39047 -2.43346
H -2.44893 -6.96409 1.62610
H 5.26453 -0.71938 1.42282
*
```

Its LUMO energy is 0.4 eV. The value obtained for the total energy is -4116.4848 Eh. The orbital gap comes out at 0.334 Ha. Its structure (SMILES) is CCOCCOC[C@]1(c2cccnc2)[C@@](Cl)(C[C@@H]2CO2)C(=O)N[C@]1(Cc1ccc(C)cc1)[C@H](C)CC.O=S1(=O)CCCC1.O=S1(=O)CCCC1.O=S1(=O)CCCC1. Its max |F| is 4.4 eV Å⁻¹.

Atomic partial charges in e from the Mulliken method, atoms 1 to 6: atom 1 (Cl): -0.173, atom 2 (S): 1.220, atom 3 (S): 1.280, atom 4 (S): 1.144, atom 5 (O): 1.222, atom 6 (O): -0.668



# 2
Here is C38H53FeN6O6P2 as an isolated structure from OMol25. Energies are from ωB97M-V with the def2-TZVPD basis set.

Structure (ORCA input):
```
! wB97M-V def2-TZVPD RIJCOSX def2/J DEFGRID3
* xyz 1 5
Fe -0.58814 0.01923 -0.58900
P 0.78258 0.08523 2.70464
P 2.80858 -0.13978 0.54695
O 1.06483 1.39488 3.52763
O 3.96857 -1.10513 0.12166
O 3.42229 1.29509 0.78141
O -0.01791 0.44402 1.51350
O 0.17330 -0.99075 3.65791
O 1.70408 -0.20712 -0.43155
N 0.03891 -2.11377 -0.65688
N -3.51522 1.18259 -0.17702
N -0.29191 1.58935 -2.18172
N -0.01821 -2.85863 -1.77264
N -2.11630 -0.87404 -1.65343
N -2.29168 1.14349 0.38205
C 6.26391 -0.57257 -0.32269
C 0.91268 1.92015 -2.66866
C 4.40113 3.33044 0.02902
C 1.89395 1.39900 4.73310
C 3.22408 2.40066 -0.15389
C -0.28077 -2.92586 -4.16659
C 0.68494 -2.85473 0.23338
C -4.07144 2.40274 -0.05583
C -1.27282 -1.12156 3.93382
C -7.68421 -1.42835 -0.30516
C 3.03749 2.35438 4.47352
C 0.57343 -4.05530 -1.59106
C -3.45810 -0.96843 -1.36030
C -0.50510 -3.20951 -6.65390
C -2.35860 -1.14726 -4.05312
C 1.04664 -4.09393 -0.30177
C -2.07319 2.37321 0.84787
C 1.03195 1.79619 5.90829
C -4.16183 -0.01692 -0.60917
C 5.60108 -2.48229 1.19822
C 1.88836 3.04428 0.13674
C -1.92376 -1.97486 2.87141
C -1.99175 -1.70059 -5.26077
C -5.49875 -0.17614 -0.26052
C 0.16053 4.08428 -3.32770
C 5.29907 -1.07967 0.72405
C -5.55697 -2.22406 -1.43841
C -4.22162 -2.08564 -1.75056
C -1.72734 -1.47906 -2.84545
C 2.40023 -0.58279 2.25099
C -3.16695 3.20800 0.60007
C -6.23590 -1.26901 -0.67947
C -0.93211 -2.60568 -5.34369
C -1.27425 2.48614 -2.30394
C -0.67979 -2.39261 -2.94462
C -1.09276 3.74288 -2.85291
C 1.17628 3.14616 -3.25304
C -1.93056 0.23203 4.07806
H 0.29646 1.02807 6.13883
H 1.85620 3.39938 1.16834
H 0.80161 -2.49474 1.23356
H -3.16767 -0.42727 -4.01034
H -7.79890 -1.69816 0.74605
H 1.73407 3.88966 -0.53338
H 3.22416 1.98094 -1.16325
H 3.74578 2.32294 5.30074
H -1.41325 0.86407 4.79623
H 4.46971 3.65100 1.06932
H 0.47512 -2.84313 -6.96225
H 3.56140 2.09625 3.55257
H -1.44189 -2.94643 2.78902
H -5.96552 0.57809 0.36279
H 6.00346 0.43886 -0.63202
H -1.90069 -1.47855 1.89828
H 2.42557 -1.66311 2.35584
H 1.67501 1.16021 -2.60454
H 0.51382 2.73041 5.69207
H 6.61133 -2.53066 1.60192
H -5.05074 2.60634 -0.45077
H 2.65938 3.37281 4.37871
H -0.44241 -4.29587 -6.58373
H -1.98077 0.74955 3.11559
H 2.27762 0.38681 4.89266
H -8.15404 -2.21073 -0.89925
H -1.27668 -1.64587 4.88924
H 1.65818 1.94117 6.78816
H -2.25017 2.16182 -1.97407
H -3.72667 -2.86815 -2.31448
H 1.07600 2.33085 -0.01103
H -1.92570 4.42864 -2.91204
H 2.16118 3.35433 -3.64607
H -3.28499 4.24192 0.86779
H 5.52412 -3.17907 0.36372
H -1.21425 -2.96542 -7.44314
H 5.33638 2.84508 -0.24668
H 6.23881 -1.22193 -1.19780
H -8.24045 -0.50520 -0.46867
H 4.27385 4.21371 -0.59557
H 0.33611 5.05541 -3.77110
H -1.14688 2.58872 1.35058
H 3.16756 -0.15359 2.89689
H -2.94823 0.07648 4.43506
H 0.58765 -4.80140 -2.36373
H -2.96753 -2.13469 3.14223
H 1.55439 -4.90812 0.18118
H 4.90385 -2.79668 1.97451
H 7.27744 -0.56183 0.07710
H -2.51850 -1.41054 -6.16124
H 5.27934 -0.38722 1.57102
H -6.08284 -3.11051 -1.77210
H 0.57226 -3.59301 -4.20166
*
```

Its LUMO energy (spin up / spin down) is -1.7 / -1.8 eV. The value obtained for the total energy is -4206.2915 Eh. The orbital gap (spin up / spin down) comes out at 0.257 / 0.252 Ha. Its max |F| is 0.9 eV Å⁻¹. The calculation puts the energy above the lowest of the compared OMol25 structures with the same formula, charge and spin at 0.0 kcal/mol.

Atomic partial charges in e from the Mulliken method, atoms 1 to 6: atom 1 (Fe): 1.328, atom 2 (P): -1.462, atom 3 (P): -0.618, atom 4 (O): 0.055, atom 5 (O): -0.189, atom 6 (O): 0.102



# 3
Here is a 2-piece molecular cluster, C3H9N3 overall in a non-equilibrium geometry from OMol25. Energies are from ωB97M-V with the def2-TZVPD basis set.

Structure (ORCA input):
```
! wB97M-V def2-TZVPD RIJCOSX def2/J DEFGRID3
* xyz 1 2
N -1.88241 -0.92554 -2.30155
N 0.72824 1.97372 0.71950
N -0.99611 -1.83609 -0.42402
C 1.49943 0.73310 0.61833
C 0.51891 2.46082 1.86290
C -1.43426 -1.98779 -1.63141
H -0.32807 3.08833 2.11687
H 1.27550 0.02623 1.41223
H -0.66001 -2.58767 0.16450
H -1.22144 -0.90595 -0.07119
H -1.20302 -2.90408 -2.17655
H -1.40071 -0.78408 -3.19709
H 2.56719 0.98188 0.61106
H 1.22869 2.30689 2.68448
H 1.30807 0.36024 -0.38806
*
```

Its LUMO energy (spin up / spin down) is -5.0 / -8.1 eV. The value obtained for the total energy is -283.5752 Eh. The orbital gap (spin up / spin down) comes out at 0.262 / 0.148 Ha. Its max |F| is 2.2 eV Å⁻¹. The calculation puts the energy above the lowest of the compared OMol25 structures with the same formula, charge and spin at 59.6 kcal/mol.

Atomic partial charges in e from the natural (NBO) method, atoms 1 to 6: atom 1 (N): -0.268, atom 2 (N): -0.427, atom 3 (N): -0.612, atom 4 (C): -0.460, atom 5 (C): -0.024, atom 6 (C): 0.319



Question: What is the max |F| in the first record?
Answer: 4.4 eV Å⁻¹



Question: Which of these has the lowest max |F|?
Answer: C38H53FeN6O6P2



Question: The lowest max |F| belongs to which entry?
Answer: C38H53FeN6O6P2



Question: The lowest total energy belongs to which entry?
Answer: C38H53FeN6O6P2